Record 1
{
  "formula": "C17H19N3O5",
  "method": "wB97M-V/def2-TZVPD",
  "homo_ev": -8.407,
  "energy_ha": -1199.59200,
  "gap_ev": 7.571,
  "e_above_lowest_kcal_mol": 122.08,
  "elements": ["C", "O", "C", "C", "N", "C", "O", "C", "O", "C", "C", "C", "C", "N", "C", "C", "C", "C", "N", "O", "O", "C", "C", "C", "C", "H", "H", "H", "H", "H", "H", "H", "H", "H", "H", "H", "H", "H", "H", "H", "H", "H", "H", "H"],
  "coordinates": [[-3.29, -6.47, -0.18], [-1.98, -5.97, -0.14], [-1.64, -5.21, -1.27], [-0.20, -4.73, -1.11], [-0.08, -3.82, 0.00], [0.39, -2.57, -0.11], [0.79, -2.06, -1.14], [0.41, -1.87, 1.26], [0.32, -2.55, 2.26], [0.64, -0.44, 1.28], [1.31, 0.22, 2.36], [1.40, 1.54, 2.06], [2.07, 2.63, 2.82], [0.78, 1.74, 0.83], [0.70, 2.96, 0.17], [1.15, 3.07, -1.15], [1.09, 4.28, -1.81], [0.57, 5.39, -1.15], [0.50, 6.65, -1.84], [0.08, 7.60, -1.22], [0.87, 6.68, -2.99], [0.11, 5.29, 0.16], [0.18, 4.08, 0.82], [0.33, 0.54, 0.35], [-0.52, 0.47, -0.87], [-3.44, -7.04, 0.73], [-4.03, -5.66, -0.22], [-3.44, -7.12, -1.05], [-2.32, -4.35, -1.37], [-1.73, -5.82, -2.19], [0.13, -4.20, -2.00], [0.44, -5.60, -0.94], [-0.34, -4.15, 0.92], [1.70, -0.28, 3.22], [1.37, 3.17, 3.46], [2.53, 3.35, 2.14], [2.84, 2.20, 3.45], [1.57, 2.20, -1.64], [1.44, 4.38, -2.83], [-0.29, 6.17, 0.64], [-0.19, 3.99, 1.83], [-0.96, 1.44, -1.10], [-1.32, -0.25, -0.72], [0.06, 0.12, -1.73]]
}

Record 2
{
  "formula": "C33H27BaBr4NO4P2S2",
  "method": "wB97M-V/def2-TZVPD",
  "homo_ev": -1.788,
  "energy_ha": -13430.41519,
  "gap_ev": 5.725,
  "e_above_lowest_kcal_mol": 4.79,
  "charge": -2,
  "elements": ["Ba", "Br", "C", "C", "Br", "C", "Br", "C", "O", "C", "O", "C", "Br", "N", "C", "C", "O", "O", "H", "H", "H", "H", "S", "P", "S", "C", "C", "C", "C", "C", "C", "C", "C", "C", "C", "C", "C", "H", "H", "H", "H", "H", "H", "H", "H", "H", "H", "C", "P", "C", "C", "C", "C", "C", "C", "C", "C", "C", "C", "C", "C", "H", "H", "H", "H", "H", "H", "H", "H", "H", "H", "H", "H", "H"],
  "coordinates": [[-0.83, -0.07, -0.94], [-4.32, -2.04, 5.50], [-3.47, -1.00, 4.15], [-3.14, 0.32, 4.39], [-3.50, 1.13, 6.07], [-2.49, 1.05, 3.37], [-1.89, 2.83, 3.68], [-2.18, 0.52, 2.11], [-1.57, 1.21, 1.21], [-2.55, -0.87, 1.86], [-2.29, -1.41, 0.72], [-3.18, -1.57, 2.90], [-3.58, -3.39, 2.53], [1.78, 1.14, -2.25], [1.41, 2.18, -3.23], [-0.07, 2.15, -3.66], [-0.37, 2.86, -4.63], [-0.83, 1.41, -2.97], [2.75, 1.27, -1.99], [1.72, 0.22, -2.68], [2.02, 2.14, -4.14], [1.58, 3.16, -2.77], [-0.03, -5.30, -2.47], [-0.20, -3.57, -3.42], [1.22, -2.18, -3.16], [-0.40, -3.89, -5.21], [0.44, -3.33, -6.16], [0.25, -3.60, -7.51], [-0.79, -4.43, -7.92], [-1.64, -4.99, -6.97], [-1.44, -4.73, -5.62], [-1.80, -2.76, -3.05], [-2.11, -1.56, -3.71], [-3.28, -0.89, -3.42], [-4.16, -1.40, -2.47], [-3.86, -2.59, -1.82], [-2.68, -3.27, -2.11], [1.23, -2.67, -5.83], [0.91, -3.15, -8.24], [-0.94, -4.63, -8.97], [-2.45, -5.63, -7.28], [-2.09, -5.17, -4.88], [-1.40, -1.13, -4.41], [-3.48, 0.06, -3.91], [-5.07, -0.86, -2.22], [-4.52, -2.96, -1.04], [-2.42, -4.18, -1.58], [2.37, 0.68, 2.10], [1.34, -0.77, 1.65], [0.73, -1.36, 3.26], [0.37, -0.45, 4.25], [-0.23, -0.88, 5.43], [-0.50, -2.23, 5.61], [-0.16, -3.14, 4.63], [0.45, -2.71, 3.46], [2.58, -2.03, 1.17], [3.91, -2.03, 1.56], [4.79, -2.98, 1.07], [4.34, -3.95, 0.17], [3.02, -3.96, -0.23], [2.14, -3.00, 0.26], [2.95, 0.96, 1.22], [3.03, 0.52, 2.95], [1.70, 1.52, 2.33], [0.52, 0.61, 4.11], [-0.54, -0.16, 6.17], [-1.01, -2.57, 6.51], [-0.40, -4.19, 4.75], [0.69, -3.44, 2.68], [4.28, -1.28, 2.25], [5.83, -2.97, 1.37], [5.04, -4.68, -0.22], [2.65, -4.67, -0.97], [1.12, -2.99, -0.10]]
}

Record 3
{
  "formula": "C37H25BrF4GeHgP",
  "method": "wB97M-V/def2-TZVPD",
  "homo_ev": [-0.195, 0.634],
  "spin_multiplicity": 2,
  "energy_ha": -6969.91974,
  "gap_ev": [4.670, 3.831],
  "e_above_lowest_kcal_mol": 2.64,
  "charge": -2,
  "elements": ["Hg", "F", "C", "C", "F", "C", "F", "C", "P", "C", "C", "C", "C", "C", "C", "C", "C", "C", "C", "C", "C", "C", "Br", "C", "F", "H", "H", "H", "H", "H", "H", "H", "H", "H", "H", "C", "Ge", "C", "C", "C", "C", "C", "C", "C", "C", "C", "C", "C", "C", "C", "C", "C", "C", "C", "C", "H", "H", "H", "H", "H", "H", "H", "H", "H", "H", "H", "H", "H", "H", "H"],
  "coordinates": [[-0.31, -0.45, 0.32], [-3.27, 4.65, 3.42], [-2.61, 4.25, 2.29], [-1.37, 4.81, 1.95], [-0.94, 5.91, 2.62], [-0.63, 4.29, 0.93], [0.50, 4.95, 0.57], [-1.00, 3.10, 0.22], [0.00, 2.31, -1.03], [1.70, 2.25, -0.34], [2.73, 1.91, -1.21], [4.02, 1.72, -0.75], [4.31, 1.87, 0.60], [3.29, 2.19, 1.48], [1.99, 2.36, 1.02], [0.22, 3.69, -2.27], [-0.83, 3.82, -3.18], [-0.86, 4.86, -4.10], [0.17, 5.79, -4.12], [1.22, 5.68, -3.22], [1.25, 4.64, -2.29], [-2.38, 2.72, 0.45], [-3.26, 1.55, -0.76], [-3.13, 3.26, 1.46], [-4.41, 2.86, 1.66], [2.51, 1.79, -2.27], [4.81, 1.43, -1.44], [5.32, 1.73, 0.96], [3.50, 2.30, 2.54], [1.19, 2.58, 1.72], [-1.63, 3.09, -3.15], [-1.67, 4.94, -4.81], [0.16, 6.60, -4.84], [2.02, 6.40, -3.23], [2.07, 4.57, -1.60], [0.28, -1.98, -1.15], [1.26, -3.30, -0.15], [2.99, -2.75, 0.72], [2.91, -1.88, 1.81], [4.02, -1.22, 2.31], [5.26, -1.39, 1.71], [5.37, -2.24, 0.62], [4.25, -2.90, 0.13], [1.53, -4.91, -1.29], [0.48, -5.23, -2.16], [0.53, -6.34, -2.98], [1.64, -7.17, -2.96], [2.70, -6.88, -2.11], [2.64, -5.76, -1.28], [0.15, -4.02, 1.38], [-1.20, -4.23, 1.11], [-2.13, -4.43, 2.12], [-1.71, -4.42, 3.45], [-0.37, -4.26, 3.74], [0.56, -4.08, 2.72], [1.94, -1.69, 2.26], [3.91, -0.55, 3.15], [6.13, -0.85, 2.07], [6.33, -2.38, 0.13], [4.36, -3.53, -0.75], [-0.37, -4.56, -2.19], [-0.31, -6.57, -3.64], [1.68, -8.04, -3.61], [3.57, -7.52, -2.10], [3.47, -5.56, -0.62], [-1.54, -4.19, 0.08], [-3.17, -4.57, 1.89], [-2.44, -4.53, 4.25], [-0.04, -4.27, 4.78], [1.60, -3.97, 2.97]]
}

> Number 3 is which compound?

C37H25BrF4GeHgP